# 1
Formula: C6H8F3NO2
Source: the OMol25 dataset
Level of theory: the ωB97M-V functional and the def2-TZVPD basis

Lowest unoccupied orbital energy, eV: -0.99
Structure (SMILES): O/C=C/C(F)(F)F.C/N=C/C=O
Kohn-Sham gap, eV: 7.916

Atoms and positions in Å:
1 C 0.320 -0.601 -2.993
2 C -2.317 -0.496 0.386
3 C 1.110 -0.032 1.800
4 C 0.052 -1.810 -2.549
5 C -1.162 -0.257 1.365
6 C 0.786 -3.063 -2.910
7 N -0.053 0.035 0.875
8 O -0.274 0.467 -2.655
9 O -2.092 -0.597 -0.820
10 F 0.111 -4.184 -3.033
11 F 1.539 -2.914 -4.065
12 F 1.667 -3.297 -1.900
13 H 1.062 -0.552 -3.762
14 H -3.364 -0.324 0.796
15 H 1.739 0.869 1.897
16 H 0.656 -0.469 2.782
17 H 1.680 -0.913 1.344
18 H -0.673 -1.925 -1.766
19 H -1.315 -0.607 2.388
20 H -0.985 0.328 -1.976

These are the natural (NBO) partial charges, in e, on atoms 1 to 4: 0.236 0.414 -0.450 -0.485

=====

# 2
Formula: C21H15HfN10O9Se
Source: the OMol25 dataset
Level of theory: the ωB97M-V functional and the def2-TZVPD basis

Lowest unoccupied orbital energy, eV: -3.37
Total charge: +1
Kohn-Sham gap, eV: 8.308

Atoms and positions in Å:
1 Hf -0.343 -0.978 -0.246
2 O -3.514 -0.992 -5.355
3 C -2.755 -0.768 -4.283
4 C -1.350 -0.781 -4.338
5 C -0.665 -0.580 -3.168
6 N -1.311 -0.362 -2.022
7 C -2.644 -0.330 -1.952
8 C -3.414 -0.509 -3.071
9 C -3.113 -0.114 -0.502
10 O -4.263 0.120 -0.247
11 O -2.114 -0.177 0.349
12 C 0.852 -0.546 -2.955
13 O 1.628 -0.678 -3.871
14 O 1.154 -0.344 -1.703
15 H -2.981 -1.225 -6.124
16 H -0.807 -0.966 -5.257
17 H -4.493 -0.485 -3.022
18 Se -0.395 5.298 4.738
19 N -0.250 3.563 4.988
20 C -0.187 2.999 3.807
21 C -0.054 1.574 3.594
22 C 0.027 0.671 4.656
23 C 0.203 -0.661 4.368
24 C 0.268 -1.063 3.039
25 N 0.154 -0.228 2.012
26 C 0.002 1.084 2.283
27 C -0.077 1.998 1.147
28 N -0.015 1.452 -0.081
29 C -0.068 2.261 -1.130
30 C -0.192 3.642 -1.032
31 C -0.259 4.212 0.218
32 C -0.193 3.381 1.337
33 C -0.247 3.898 2.687
34 N -0.355 5.168 2.985
35 H -0.043 1.042 5.669
36 H 0.283 -1.397 5.155
37 H 0.410 -2.105 2.797
38 H 0.007 1.797 -2.102
39 H -0.233 4.243 -1.929
40 H -0.356 5.280 0.362
41 N 2.958 0.060 0.494
42 N 3.684 -1.133 0.456
43 C 3.138 -2.252 -0.028
44 N 3.944 -3.268 -0.301
45 N 1.795 -2.235 -0.222
46 N 1.266 -3.074 -1.106
47 O 1.788 -4.099 -1.510
48 O 0.145 -2.717 -1.529
49 H 2.815 0.393 -0.457
50 H 3.465 0.734 1.047
51 H 4.688 -1.092 0.531
52 H 4.942 -3.176 -0.206
53 H 3.547 -4.091 -0.722
54 O -2.121 -2.597 -0.562
55 C -1.649 -3.138 0.441
56 O -0.577 -2.691 0.976
57 H -2.122 -4.018 0.895

These are the natural (NBO) partial charges, in e, on atoms 1 to 4: 2.360 -0.618 0.387 -0.254

=====

# 3
Formula: C3H8O3
Source: the OMol25 dataset
Level of theory: the ωB97M-V functional and the def2-TZVPD basis

Lowest unoccupied orbital energy, eV: 0.74
Structure (SMILES): O=CCCO.O
Kohn-Sham gap, eV: 10.817

Atoms and positions in Å:
1 O 0.779 -1.263 0.701
2 C 1.368 -0.645 -0.142
3 C 0.811 -0.140 -1.452
4 C 1.242 1.268 -1.746
5 O 0.850 2.229 -0.794
6 H 2.410 -0.287 0.049
7 H -0.276 -0.284 -1.454
8 H 1.232 -0.813 -2.210
9 H 0.901 1.570 -2.742
10 H 2.338 1.310 -1.887
11 H 1.349 2.094 0.015
12 H -3.398 -0.903 3.142
13 H -4.320 -2.157 3.139
14 O -4.209 -1.272 2.783

These are the natural (NBO) partial charges, in e, on atoms 1 to 4: -0.504 0.446 -0.547 -0.065

=====

# 4
Formula: C7H7IO2
Source: the OMol25 dataset
Level of theory: the ωB97M-V functional and the def2-TZVPD basis

Lowest unoccupied orbital energy (spin up / spin down), eV: -1.30 / -1.30
Kohn-Sham gap (spin up / spin down), eV: 6.107 / 6.112

Atoms and positions in Å:
1 C 0.920 2.289 0.826
2 C 1.703 2.895 -0.053
3 C 0.941 0.849 0.589
4 C 1.857 0.723 -0.394
5 C -0.784 -2.342 0.226
6 C -1.329 -1.454 -1.005
7 C -1.554 -1.084 0.425
8 O 2.330 1.932 -0.866
9 O -2.628 -0.613 0.926
10 I 2.641 -0.926 -1.349
11 H 0.314 2.740 1.556
12 H 2.125 3.891 -0.300
13 H -1.378 -3.203 0.249
14 H 0.252 -2.262 0.352
15 H -0.403 -1.021 -1.358
16 H -2.083 -1.711 -1.676
17 H -2.922 -0.703 1.852

These are the natural (NBO) partial charges, in e, on atoms 1 to 4: -0.366 0.057 -0.334 -0.035

=====

# 5
Formula: C4H9N2
Source: the OMol25 dataset
Level of theory: the ωB97M-V functional and the def2-TZVPD basis

Lowest unoccupied orbital energy (spin up / spin down), eV: -5.28 / -5.28
Total charge: +1
Kohn-Sham gap (spin up / spin down), eV: 5.838 / 5.837

Atoms and positions in Å:
1 C 0.531 1.313 -0.425
2 C 1.035 2.062 0.693
3 C 0.707 1.712 -1.795
4 C -1.536 -3.227 0.722
5 N -0.127 -1.286 1.324
6 N -0.752 -2.190 1.101
7 H 0.132 2.478 1.158
8 H 1.735 2.867 0.453
9 H 1.445 1.399 1.456
10 H 0.915 0.842 -2.421
11 H 1.445 2.501 -1.964
12 H -0.272 2.059 -2.145
13 H -1.185 -3.627 -0.237
14 H -2.571 -2.883 0.606
15 H -1.502 -4.021 1.474

These are the natural (NBO) partial charges, in e, on atoms 1 to 4: 0.176 -0.799 -0.803 -0.520

=====

# 6
Formula: C20H26N2O2
Source: the OMol25 dataset
Level of theory: the ωB97M-V functional and the def2-TZVPD basis

Lowest unoccupied orbital energy, eV: -1.83
Kohn-Sham gap, eV: 5.313

Atoms and positions in Å:
1 C 1.810 -5.289 -2.748
2 C 1.415 -4.108 -1.849
3 C 0.673 -4.613 -0.605
4 C 2.671 -3.316 -1.413
5 C 2.332 -2.024 -0.721
6 O 3.155 -1.588 0.059
7 N 1.151 -1.368 -0.941
8 C 0.247 -1.861 -1.842
9 O -0.812 -1.301 -2.043
10 C 0.506 -3.121 -2.619
11 H 2.338 -4.951 -3.637
12 H 2.462 -5.979 -2.216
13 H 0.931 -5.841 -3.071
14 H 0.390 -3.781 0.038
15 H -0.235 -5.144 -0.882
16 H 1.299 -5.286 -0.023
17 H 3.278 -3.925 -0.739
18 H 3.302 -3.095 -2.276
19 H 0.949 -2.856 -3.581
20 H -0.452 -3.598 -2.843
21 C -2.688 2.469 4.856
22 C -1.925 1.261 5.416
23 C -1.590 0.403 4.185
24 N -1.659 1.297 2.994
25 C -0.992 1.067 1.824
26 C -0.931 1.978 0.788
27 C -0.086 1.833 -0.295
28 C 0.062 2.780 -1.351
29 C 1.141 2.655 -2.246
30 C 1.324 3.559 -3.264
31 C 0.431 4.603 -3.437
32 C -0.644 4.746 -2.576
33 C -0.825 3.859 -1.540
34 C -2.161 2.629 3.423
35 H -3.763 2.258 4.839
36 H -2.543 3.378 5.454
37 H -1.002 1.600 5.901
38 H -2.506 0.712 6.168
39 H -0.606 -0.070 4.250
40 H -2.326 -0.393 4.056
41 H -0.437 0.150 1.742
42 H -1.536 2.864 0.854
43 H 0.527 0.947 -0.337
44 H 1.840 1.848 -2.103
45 H 2.168 3.455 -3.925
46 H 0.572 5.302 -4.244
47 H -1.343 5.555 -2.718
48 H -1.669 3.982 -0.884
49 H -2.924 2.990 2.728
50 H -1.318 3.325 3.393

These are the natural (NBO) partial charges, in e, on atoms 1 to 4: -0.599 -0.031 -0.615 -0.513